Run P
Entry from the Open Molecules 2025 dataset: a cluster of 2 separate species, C2H8NOS in total (ωB97M-V with the def2-TZVPD basis set).

Summary:
Charge = -1
E_HOMO = -2.47 eV
HOMO-LUMO gap = 6.787 eV

Last column: natural (NBO) charge in e.
Geometry (Å):
C (-2.110, 0.901, -0.282)  -0.7510
S (-0.583, 1.638, -0.949)  -0.7346
H (-2.236, -0.147, -0.612)  0.1584
H (-2.097, 0.886, 0.808)  0.1741
H (-2.960, 1.422, -0.736)  0.1845
N (0.588, -1.191, 0.781)  -0.8780
C (1.585, -0.860, -0.194)  0.0921
O (2.253, 0.366, 0.105)  -0.7734
H (0.810, -0.649, 1.594)  0.3546
H (-0.350, -1.071, 0.475)  0.3784
H (2.397, -1.587, -0.241)  0.1265
H (1.101, -0.727, -1.162)  0.1774
H (1.603, 1.020, 0.412)  0.4911

=====

Run Q
Entry from the Open Molecules 2025 dataset: a cluster of 2 separate species, C2H8NOS in total (ωB97M-V with the def2-TZVPD basis set).

Summary:
Charge = -1
E_HOMO = -2.68 eV
HOMO-LUMO gap = 6.828 eV

Last column: natural (NBO) charge in e.
Geometry (Å):
C (0.805, -1.098, -0.547)  -0.2238
C (0.220, -0.974, 0.867)  -0.5212
S (-1.659, -0.980, 0.836)  -0.7684
N (0.650, -0.014, -1.527)  -0.8511
H (0.424, -1.988, -1.048)  0.1856
H (1.882, -1.145, -0.332)  0.1475
H (0.693, -0.103, 1.343)  0.1584
H (0.517, -1.828, 1.475)  0.1848
H (0.743, 0.892, -1.074)  0.3330
H (-0.280, -0.039, -1.936)  0.3627
H (-2.095, 2.422, 0.740)  0.4794
H (-0.695, 2.043, 0.457)  0.4788
O (-1.206, 2.811, 0.745)  -0.9657

=====

Run R
Entry from the Open Molecules 2025 dataset: a cluster of 2 separate species, C2H8NOS in total (ωB97M-V with the def2-TZVPD basis set).

Summary:
Charge = -1
E_HOMO = -2.60 eV
HOMO-LUMO gap = 6.159 eV

Last column: natural (NBO) charge in e.
Geometry (Å):
S (-0.114, 2.871, 0.347)  -0.4183
H (0.420, 1.706, -0.130)  0.2233
H (0.129, 2.555, 1.625)  0.1325
C (-1.187, -0.364, -0.425)  -0.4250
N (0.236, -0.218, -0.708)  -0.7077
C (1.040, -1.050, 0.296)  0.1412
O (0.509, -2.210, 0.634)  -0.9371
H (-1.542, -1.385, -0.577)  0.1922
H (-1.773, 0.336, -1.032)  0.1620
H (-1.362, -0.125, 0.625)  0.1904
H (0.436, -0.620, -1.616)  0.3358
H (1.174, -0.339, 1.161)  0.0464
H (2.034, -1.156, -0.199)  0.0643

=====

Least stable of them? run R.

=====

Run P
Entry from the Open Molecules 2025 dataset: the molecule C3H6N2 (ωB97M-V with the def2-TZVPD basis set).

Summary:
Structure (SMILES) = [H]/N=C(\N)C=C
Charge = 0
E_HOMO = -9.03 eV
HOMO-LUMO gap = 10.001 eV

Last column: natural (NBO) charge in e.
Geometry (Å):
H (-1.465, 1.678, -0.002)  0.3226
N (-0.499, 1.384, 0.019)  -0.7114
C (-0.458, 0.085, -0.032)  0.4068
N (-1.599, -0.709, -0.030)  -0.8342
C (0.852, -0.638, -0.056)  -0.2819
C (2.010, 0.005, 0.009)  -0.3061
H (-1.590, -1.744, 0.194)  0.3946
H (-2.510, -0.295, 0.155)  0.3891
H (0.876, -1.709, 0.045)  0.1994
H (2.983, -0.459, 0.153)  0.2007
H (1.969, 1.093, 0.003)  0.2202

=====

Run Q
Entry from the Open Molecules 2025 dataset: a structure of composition C3H6N2 (ωB97M-V with the def2-TZVPD basis set).

Summary:
Charge = 0
E_HOMO = -8.24 eV
HOMO-LUMO gap = 9.198 eV

Last column: natural (NBO) charge in e.
Geometry (Å):
C (-0.086, 1.383, -0.076)  -0.4845
C (0.030, 0.061, 0.020)  0.1764
C (-1.043, -0.931, -0.072)  -0.6979
N (2.586, 0.117, -0.068)  -0.3464
N (1.790, -0.710, 0.169)  -0.0782
H (0.794, 1.891, -0.069)  0.2089
H (-0.958, 1.841, -0.441)  0.2093
H (-2.016, -0.620, 0.242)  0.2278
H (-1.032, -1.147, -1.052)  0.2248
H (-0.894, -1.841, 0.484)  0.2296
H (3.595, -0.211, -0.365)  0.3303

=====

Run R
Entry from the Open Molecules 2025 dataset: the molecule C3H6N2 (ωB97M-V with the def2-TZVPD basis set).

Summary:
Charge = 0
E_HOMO (spin up / spin down) = -8.96 / -9.52 eV
HOMO-LUMO gap (spin up / spin down) = 8.438 / 9.625 eV

Last column: natural (NBO) charge in e.
Geometry (Å):
C (0.104, 1.486, 0.318)  -0.6686
C (0.431, 0.223, -0.399)  0.1663
N (1.352, -0.151, -1.131)  -0.2640
H (0.882, 2.233, 0.168)  0.2406
H (0.001, 1.285, 1.387)  0.2339
H (-0.852, 1.876, -0.039)  0.2379
C (-0.333, -1.138, -0.357)  -0.2958
N (-0.488, -1.862, 0.742)  -0.5114
H (-0.504, -1.266, 1.572)  0.3125
H (-1.097, -1.075, -1.139)  0.2596
H (0.503, -1.611, -1.121)  0.2889

=====

Least stable of them? run R.

=====

Run P
Entry from the Open Molecules 2025 dataset: a structure of composition C3H6N2 (ωB97M-V with the def2-TZVPD basis set).

Summary:
Charge = 0
E_HOMO = -9.46 eV
HOMO-LUMO gap = 10.110 eV

Last column: natural (NBO) charge in e.
Geometry (Å):
C (0.586, -0.587, -1.492)  -0.7234
C (0.197, -1.138, -0.172)  0.0761
C (-0.720, 1.468, 1.663)  -0.0696
H (-0.281, 0.330, -1.764)  0.2766
H (0.570, -1.645, -2.327)  0.2323
H (1.810, -0.028, -1.500)  0.2541
H (0.403, -2.182, 0.000)  0.1838
H (-0.929, 2.527, 1.581)  0.1810
H (-0.553, 0.990, 2.703)  0.1816
N (-0.426, -0.548, 0.787)  -0.2962
N (-0.658, 0.813, 0.520)  -0.2965

=====

Run Q
Entry from the Open Molecules 2025 dataset: the molecule C3H6N2 (ωB97M-V with the def2-TZVPD basis set).

Summary:
Structure (SMILES) = CNCC#N
Charge = 0
E_HOMO = -9.29 eV
HOMO-LUMO gap = 10.083 eV

Last column: natural (NBO) charge in e.
Geometry (Å):
C (-0.736, 0.928, 1.493)  -0.4239
N (-1.157, 0.108, 0.364)  -0.6446
C (-0.256, -0.940, -0.098)  -0.2961
C (0.852, -0.242, -0.927)  0.2411
N (1.859, -0.008, -1.499)  -0.3296
H (-0.727, 0.385, 2.535)  0.1967
H (0.296, 1.379, 1.317)  0.1807
H (-1.467, 1.800, 1.641)  0.2176
H (-1.697, 0.527, -0.387)  0.3839
H (-0.623, -1.729, -0.697)  0.2369
H (0.149, -1.538, 0.727)  0.2373

=====

Run R
Entry from the Open Molecules 2025 dataset: a structure of composition C3H6N2 (ωB97M-V with the def2-TZVPD basis set).

Summary:
Charge = 0
E_HOMO = -9.95 eV
HOMO-LUMO gap = 10.537 eV

Last column: natural (NBO) charge in e.
Geometry (Å):
C (0.334, 1.243, -0.341)  -0.0604
C (-0.300, -1.355, -0.239)  -0.6311
C (-0.332, -0.235, 0.692)  -0.3867
N (0.878, 2.400, 0.398)  -0.0533
N (1.670, 1.676, -0.208)  -0.0900
H (-0.336, 1.324, -1.255)  0.1779
H (-0.736, -0.797, -1.184)  0.2061
H (-0.933, -2.217, 0.077)  0.2166
H (0.800, -1.759, -0.374)  0.2115
H (0.355, -0.215, 1.555)  0.2058
H (-1.398, -0.065, 0.878)  0.2035

=====

Run S
Entry from the Open Molecules 2025 dataset: a cluster of 2 separate species, C3H6N2 in total (ωB97M-V with the def2-TZVPD basis set).

Summary:
Charge = 0
E_HOMO (spin up / spin down) = -9.34 / -9.20 eV
HOMO-LUMO gap (spin up / spin down) = 8.696 / 8.634 eV

Last column: natural (NBO) charge in e.
Geometry (Å):
C (2.003, 0.018, -0.226)  0.2164
C (-1.532, -0.476, -0.186)  -0.4545
C (1.079, 1.027, 0.031)  -0.3533
N (2.719, -0.828, -0.461)  -0.2979
N (-0.643, -0.031, 0.882)  -0.5181
H (-1.113, -1.273, -0.873)  0.1819
H (-2.191, -1.219, 0.343)  0.2149
H (-1.975, 0.326, -0.709)  0.1993
H (1.196, 1.806, 0.798)  0.2489
H (0.776, 1.634, -0.758)  0.2265
H (-0.318, -0.984, 1.159)  0.3360

=====

Least stable of them? run R.